Record 1
13
Properties=species:S:1:pos:R:3:forces:R:3 method="wB97M-V/def2-TZVPD" charge=+2 relative_energy_ev=0.000 largest_force_ha_per_bohr=0.0298 spin_multiplicity=1
Be 0.056 0.058 -0.058 -0.31 0.81 -0.06
O -0.696 1.252 0.853 -0.62 0.13 0.85
H -1.406 1.877 0.532 0.88 -0.78 0.52
H -0.694 1.226 1.857 -0.10 0.34 -1.49
O -0.294 -1.414 0.557 -0.47 0.39 0.00
H -1.110 -1.568 1.054 -0.13 -0.18 0.11
H 0.110 -2.262 0.363 0.20 -0.56 -0.07
O -0.580 0.170 -1.610 0.08 -0.59 0.62
H -1.022 -0.632 -1.930 -0.12 0.10 -0.20
H -0.380 0.718 -2.379 0.20 0.28 -0.12
O 1.659 0.207 0.130 -0.58 0.18 -0.24
H 2.178 0.960 0.431 0.19 0.36 0.03
H 2.184 -0.586 0.198 0.78 -0.48 0.06

---

Record 2
9
Properties=species:S:1:pos:R:3:forces:R:3 method="wB97M-V/def2-TZVPD" smiles="OCON=C=S" relative_energy_ev=5.091 largest_force_ha_per_bohr=0.0981 spin_multiplicity=1
O -1.326 -0.723 1.536 -0.07 0.21 -0.04
C -0.822 0.449 1.172 2.51 -1.27 -1.06
O -0.116 0.199 -0.432 -0.54 -0.07 -0.89
N 1.143 -0.050 -0.946 0.90 -0.69 0.33
C 1.827 -0.417 -1.889 -3.35 2.09 3.14
S 2.815 -0.417 -3.098 0.91 -0.60 -0.92
H -2.066 -0.995 0.977 -0.01 0.17 -0.04
H -1.475 1.249 0.868 -0.15 0.03 -0.40
H 0.021 0.705 1.813 -0.20 0.14 -0.14

---

Record 3
18
Properties=species:S:1:pos:R:3:forces:R:3 method="wB97M-V/def2-TZVPD" smiles=C#CC1[C@H]2CCC[C@H]12 relative_energy_ev=8.260 largest_force_ha_per_bohr=0.2868 spin_multiplicity=1
C 3.420 0.159 -0.556 -12.97 -0.82 6.98
C 2.312 0.116 0.149 6.58 -1.13 -5.34
C 1.034 -0.401 0.629 -1.70 2.15 -0.64
C -0.196 -0.728 -0.251 4.20 3.34 -0.24
C -1.548 -1.196 -0.223 -1.66 -1.22 5.41
C -2.317 0.136 -0.274 -1.52 3.10 -0.39
C -1.269 1.271 -0.179 1.80 1.33 -1.08
C -0.244 0.527 0.753 -1.08 -0.55 0.95
H 4.316 0.265 -0.861 5.87 0.88 -2.16
H 1.097 -0.882 1.559 0.31 -0.73 1.18
H 0.084 -0.172 -1.208 -0.46 -1.34 0.94
H -1.850 -1.990 -0.847 -0.47 -0.66 -0.97
H -1.617 -1.560 0.915 -0.46 0.06 -2.34
H -2.992 0.704 0.475 0.18 -2.96 -0.13
H -2.884 0.301 -1.183 -0.15 -0.33 -0.48
H -0.684 1.384 -1.184 -1.52 0.84 1.70
H -1.864 2.213 0.205 1.91 -1.37 -0.78
H -0.757 0.436 1.839 1.14 -0.57 -2.62

---

Record 4
11
Properties=species:S:1:pos:R:3:forces:R:3 method="wB97M-V/def2-TZVPD" smiles=OC[C@@H]1CO1 relative_energy_ev=3.490 largest_force_ha_per_bohr=0.0692 spin_multiplicity=1
O 1.849 -0.800 -0.092 -3.12 -1.67 -0.33
C 1.241 0.486 0.007 -1.77 0.21 -0.27
C -0.453 0.532 -0.139 1.68 2.37 0.57
C -1.487 -0.451 0.411 2.64 -0.17 0.78
O -0.873 -0.451 -0.946 -1.24 -2.66 -0.16
H 1.106 -1.415 -0.485 2.07 1.61 0.94
H 1.640 0.966 -0.932 -0.71 0.64 1.34
H 1.463 0.953 1.002 0.28 -0.19 -1.18
H -0.822 1.594 -0.448 0.77 -1.69 0.73
H -2.548 -0.222 0.323 0.32 0.07 0.39
H -1.115 -1.191 1.299 -0.92 1.47 -2.80

---

Record 5
8
Properties=species:S:1:pos:R:3:forces:R:3 method="wB97M-V/def2-TZVPD" charge=+2 relative_energy_ev=0.906 s2=12.024 largest_force_ha_per_bohr=0.0676 spin_multiplicity=7
O 0.861 -1.107 0.074 -2.43 -0.90 0.25
C -0.388 -1.339 -0.131 2.76 -1.99 -0.75
C -1.370 -0.402 -0.321 -2.34 0.90 1.09
O -1.249 0.907 0.213 0.59 0.10 -2.03
C -0.233 1.495 -0.229 -0.07 0.60 1.52
Fe 1.676 0.562 0.114 1.30 1.22 -0.34
H -0.687 -2.376 -0.348 0.20 0.14 0.26
H -2.375 -0.610 -0.671 -0.02 -0.09 0.01

---

Record 6
88
Properties=species:S:1:pos:R:3:forces:R:3 method="wB97M-V/def2-TZVPD" total_energy_ha=-4845.52114 largest_force_ha_per_bohr=0.1619 spin_multiplicity=1
C 8.254 3.232 0.932 -0.41 0.60 -1.05
C 7.710 2.070 -0.136 1.67 0.96 -3.27
O 8.056 2.229 -1.415 -2.57 -1.48 7.23
N 6.838 0.980 0.443 3.05 1.09 -2.18
C 6.595 -0.163 -0.517 -1.34 -2.29 0.24
C 5.109 -0.833 -0.140 0.87 -0.07 -1.26
C 4.014 -0.027 -1.055 -1.16 -0.61 0.12
C 2.705 0.535 -0.245 -0.50 0.27 -0.53
C 2.993 1.867 0.681 -1.48 1.76 -1.03
Br 4.110 1.645 2.362 -0.18 -0.46 -0.82
C 3.668 3.194 -0.019 0.38 -0.11 0.21
C 3.177 3.652 -1.524 -0.62 0.46 -1.00
C 4.443 3.761 -2.595 2.46 2.86 1.60
N 5.410 4.736 -2.421 -4.43 -3.82 -0.02
C 3.194 4.324 1.107 -1.82 -1.11 0.31
N 2.035 3.966 1.769 3.69 0.38 -3.41
C 1.623 2.573 1.328 -0.37 -3.01 2.02
C 0.198 2.354 0.550 -7.01 0.91 -4.40
O -0.411 1.146 0.398 4.77 5.46 2.05
O -0.531 3.501 -0.061 5.27 -5.08 3.86
H 9.293 2.961 1.411 -2.30 0.26 -0.82
H 8.442 4.216 0.284 -0.41 -2.36 1.25
H 7.426 3.522 1.713 1.75 -0.92 -1.28
H 7.223 0.636 1.372 -0.77 0.84 -1.60
H 7.368 -1.055 -0.421 -1.19 2.13 -0.13
H 6.516 0.137 -1.645 0.55 -0.12 2.45
H 4.891 -0.845 1.009 0.37 0.23 -2.27
H 5.146 -1.967 -0.507 -0.16 2.50 0.86
H 4.458 0.860 -1.690 -0.58 -1.71 1.44
H 3.601 -0.812 -1.851 0.75 1.82 1.69
H 2.127 -0.311 0.368 1.49 2.00 -1.14
H 1.926 0.887 -1.079 1.56 -0.58 1.99
H 4.843 3.061 -0.170 -2.48 0.54 1.10
H 2.732 4.753 -1.454 0.82 -2.37 -0.22
H 2.314 2.959 -1.966 1.88 1.52 1.20
H 4.563 3.003 -3.489 -0.35 1.68 1.91
H 5.155 5.297 -1.555 0.20 -0.76 -1.18
H 3.813 5.310 1.234 -1.71 -1.88 0.11
H 1.503 4.497 2.514 0.97 -0.65 -1.45
H 1.562 1.986 2.361 -0.52 1.22 -2.19
C -1.893 -0.389 -1.372 0.14 -0.41 0.56
O -2.140 0.088 -2.694 -1.38 -0.04 -0.78
C -3.438 0.010 -3.082 0.26 -0.10 0.32
O -4.362 -0.420 -2.410 1.23 0.51 -1.29
O -3.528 0.492 -4.347 0.14 -0.32 0.87
C -4.847 0.471 -4.890 -0.41 0.01 -0.19
H -0.824 -0.280 -1.168 -0.42 0.17 -0.29
H -2.447 0.204 -0.638 0.19 -0.16 -0.20
H -2.152 -1.450 -1.290 -0.19 0.12 -0.09
H -5.519 1.099 -4.296 0.08 -0.25 -0.01
H -5.224 -0.555 -4.948 0.00 0.20 0.17
H -4.802 0.879 -5.903 0.29 -0.04 0.25
C -5.396 0.237 0.156 0.72 -0.17 0.28
O -6.806 0.145 -0.040 -1.00 0.83 0.47
C -7.516 1.146 0.538 0.53 0.20 0.17
O -7.053 2.075 1.182 -0.78 -1.30 -0.90
O -8.830 0.936 0.275 0.85 0.03 0.10
C -9.704 1.920 0.825 -0.29 0.30 0.16
H -4.929 -0.614 -0.348 -0.45 0.28 0.11
H -5.004 1.157 -0.288 -0.09 -0.16 0.21
H -5.150 0.184 1.221 -0.14 0.24 -0.11
H -9.484 2.908 0.408 0.07 -0.15 0.21
H -9.630 1.934 1.917 0.11 0.12 -0.21
H -10.729 1.652 0.553 0.32 -0.19 -0.09
C 3.144 -4.664 4.494 0.42 -0.24 0.03
O 1.863 -4.036 4.482 -0.26 0.68 -0.72
C 1.677 -3.168 3.455 -0.01 0.19 -0.26
O 2.491 -2.901 2.585 -1.02 -0.35 1.17
O 0.428 -2.648 3.565 1.16 -0.67 0.14
C 0.091 -1.711 2.544 -0.24 0.44 -0.43
H 3.182 -5.335 5.356 -0.29 0.23 -0.11
H 3.291 -5.259 3.587 0.04 0.25 0.09
H 3.938 -3.918 4.603 -0.13 -0.12 -0.19
H 0.116 -2.188 1.559 0.15 0.15 0.16
H 0.763 -0.847 2.575 -0.06 -0.21 -0.13
H -0.928 -1.360 2.731 0.25 -0.21 0.16
C -3.756 -6.464 0.468 0.41 -0.22 0.03
O -5.037 -5.836 0.455 -0.27 0.62 -0.65
C -5.223 -4.968 -0.571 0.15 0.27 -0.41
O -4.409 -4.701 -1.441 -1.12 -0.44 1.27
O -6.472 -4.448 -0.461 1.06 -0.66 0.14
C -6.809 -3.511 -1.482 -0.16 0.49 -0.41
H -3.718 -7.135 1.330 -0.29 0.23 -0.11
H -3.609 -7.059 -0.439 0.04 0.25 0.09
H -2.962 -5.718 0.577 -0.14 -0.12 -0.19
H -6.784 -3.988 -2.467 0.17 0.11 0.17
H -6.137 -2.647 -1.451 -0.04 -0.22 -0.14
H -7.828 -3.160 -1.296 0.23 -0.23 0.22